Entry 1:
DFT (ωB97M-V/def2-TZVPD) results for C35H52F5N5OPRuTe2 as an isolated structure in a non-equilibrium geometry.

CARTESIAN COORDINATES (ANGSTROEM)
Ru 0.35107 -0.13439 0.12607
N 1.03430 1.68048 -0.29163
C 1.42188 2.69529 -0.68116
C 1.93188 3.92880 -1.13697
C 2.51761 3.99513 -2.41198
C 3.05237 5.19094 -2.84169
C 3.00179 6.31069 -2.01551
C 2.41621 6.24560 -0.75404
C 1.87801 5.05814 -0.30544
H 2.54453 3.11349 -3.03904
H 3.51073 5.25776 -3.81849
H 3.42208 7.24639 -2.36008
H 2.38486 7.12396 -0.12458
H 1.41677 4.99215 0.67153
C -0.04358 2.88106 3.99341
C 0.06003 2.35428 2.55923
P -0.22335 0.55625 2.37694
C -1.88185 0.33547 3.14541
C -2.76441 -0.86002 2.79024
C 0.93026 -0.20674 3.58544
C 0.98423 -1.73336 3.56369
H 0.12387 3.95720 3.98968
H 0.70870 2.43666 4.64307
H -1.02617 2.70809 4.42975
H 1.05075 2.56808 2.15283
H -0.66884 2.85555 1.91436
H -2.41947 1.26953 2.96337
H -1.65840 0.29579 4.21335
H -3.18962 -0.77052 1.79016
H -3.59908 -0.90101 3.48904
H -2.23278 -1.80754 2.84487
H 0.59305 0.13727 4.56479
H 1.91418 0.23129 3.39883
H 0.03348 -2.17079 3.86754
H 1.74225 -2.08742 4.26152
H 1.22382 -2.11011 2.57324
C 0.10251 -0.83750 -5.33383
C 0.66692 -1.75301 -4.23475
C 0.03971 -3.15078 -4.31302
C 2.20581 -1.84689 -4.36229
C 0.43356 -1.12908 -2.92706
N 0.37161 -0.56727 -1.92627
H 0.42792 -1.22789 -6.29743
H 0.46790 0.18537 -5.23869
H -0.98684 -0.83287 -5.32343
H 0.38148 -3.61636 -5.23659
H -1.04808 -3.09851 -4.33261
H 0.34260 -3.78082 -3.47826
H 2.43784 -2.38685 -5.27913
H 2.64087 -2.39351 -3.52483
H 2.65926 -0.85722 -4.41953
C 3.68584 0.65198 0.86238
N 4.08263 -0.71440 1.12581
C 5.06166 -0.90157 2.20080
C 3.31754 -1.73163 0.67773
N 2.04851 -1.52340 0.29230
N 3.86555 -2.95610 0.62264
C 3.03879 -4.16022 0.60457
C 5.28841 -3.16589 0.35085
H 4.49428 1.31480 1.16133
H 2.78557 0.92891 1.42471
H 3.49024 0.79022 -0.19922
H 4.80985 -0.23621 3.02823
H 6.07144 -0.66362 1.86716
H 5.03849 -1.92134 2.56847
H 1.65069 -2.35666 -0.13031
H 2.12312 -4.01321 1.17187
H 3.60150 -4.96903 1.06637
H 2.78804 -4.46945 -0.41296
H 5.75813 -2.24103 0.03041
H 5.37985 -3.90056 -0.44913
H 5.81590 -3.55918 1.22032
Te -2.80005 0.61163 -0.76535
C -4.49601 1.89728 -0.93625
C -5.57985 1.83689 -0.07790
C -6.68145 2.63608 -0.35711
C -6.67457 3.47207 -1.46504
C -5.57187 3.52183 -2.30761
C -4.46277 2.72642 -2.05036
C -3.71932 -0.77795 -2.04249
C -3.32786 -0.85804 -3.37185
C -3.95692 -1.78271 -4.19131
C -4.93667 -2.62019 -3.67229
C -5.32812 -2.51049 -2.34419
C -4.73063 -1.57103 -1.51603
H -5.58959 1.18454 0.78649
H -7.54345 2.59760 0.29502
H -7.53661 4.09002 -1.67651
H -5.56639 4.17336 -3.17096
H -3.60388 2.76181 -2.71177
H -2.57186 -0.18914 -3.76633
H -3.68635 -1.85068 -5.23721
H -5.41197 -3.35121 -4.31243
H -6.10650 -3.14953 -1.94946
H -5.07254 -1.45293 -0.49430
F -3.02775 -3.38023 0.85869
Te -1.43401 -3.37187 -0.06181
F -0.49412 -3.74554 1.49787
F 0.23776 -3.53812 -0.93405
F -1.62504 -5.18825 -0.24209
F -2.06883 -3.29543 -1.79746
O -1.26023 -1.57082 0.16316

Properties
- calculated total energy (eV) = -86656.326
- ⟨S²⟩ = 6.03
- charge = +3
- molecular weight (g mol⁻¹) = 1041.1
- LUMO (alpha / beta) (eV) = -8.658 / -10.713
- frontier orbital gap (alpha / beta) (eV) = 7.6 / 5.6
- spin multiplicity = 5

---

Entry 2:
DFT (ωB97M-V/def2-TZVPD) results for C35H52GdO2P4 as an isolated structure in a non-equilibrium geometry.

CARTESIAN COORDINATES (ANGSTROEM)
Gd -0.10456 0.04180 -0.73009
P -2.12979 -1.74786 0.10665
P 0.53214 -1.87333 -2.52651
P -2.52937 0.85791 -1.82669
H 0.75921 3.91353 0.05780
C -0.27171 4.29871 0.19654
C -0.95725 4.03446 1.33180
H -0.53436 3.32041 2.06151
C -1.65234 -2.87078 1.45921
C -2.77279 -3.03778 -1.04699
C -3.68385 -1.11018 0.86418
C 1.93287 -1.00861 -3.36884
C 1.34785 -3.39631 -1.90512
C -0.47333 -2.52356 -3.91352
C -3.43361 2.17900 -0.95683
C -3.95489 -0.02970 -2.50113
C -2.15471 1.78274 -3.35540
H -0.63603 4.89117 -0.66207
H -1.95449 4.43270 1.56809
H -1.50590 -2.30911 2.38889
H -0.72195 -3.39069 1.21064
H -2.45096 -3.61214 1.60858
H -1.93218 -3.62550 -1.43862
H -3.32710 -2.59306 -1.88089
H -3.43497 -3.69512 -0.46601
H -3.43726 -0.43246 1.69160
H -4.24369 -1.96505 1.27090
H -4.31629 -0.56930 0.15190
H 2.47592 -1.71220 -4.02335
H 2.64943 -0.60622 -2.62575
H 1.56464 -0.16701 -3.98664
H 1.71040 -4.02870 -2.72713
H 0.62839 -3.97340 -1.31024
H 2.18933 -3.16027 -1.24282
H 0.09987 -3.22665 -4.53331
H -0.81521 -1.69569 -4.54638
H -1.36255 -3.04157 -3.53287
H -4.04131 2.70792 -1.70919
H -2.76695 2.88745 -0.44919
H -4.10127 1.73189 -0.20953
H -4.48886 0.70590 -3.11253
H -4.62222 -0.40347 -1.72682
H -3.61883 -0.85000 -3.13546
H -3.05768 2.20506 -3.82039
H -1.62521 1.14019 -4.07585
H -1.49854 2.61370 -3.09061
C 0.75212 3.18323 -4.10384
C 1.73760 2.88794 -5.04631
C 1.70503 3.53240 -6.29437
C 0.77832 4.56093 -6.53156
C -0.09985 4.95790 -5.52114
C -0.06946 4.30191 -4.27733
O 0.46693 2.34829 -3.00479
H 1.21013 1.74067 -2.76555
H 2.50826 2.14703 -4.80597
H 2.39212 3.22184 -7.09905
H 0.75460 5.05629 -7.51808
H -0.79758 5.76890 -5.72289
H -0.70351 4.64717 -3.46628
O 0.86589 0.13130 1.24702
P 1.28350 -0.45384 2.64164
C -0.00482 -0.19737 3.89412
C 0.26117 -0.28141 5.27951
C -0.75138 -0.01163 6.20406
C -2.04261 0.29393 5.77196
C -2.31492 0.31860 4.40398
C -1.30839 0.10823 3.47089
C 1.80748 -2.14912 2.33936
C 2.83748 -2.36437 1.41342
C 3.17973 -3.66977 1.07294
C 2.53719 -4.75089 1.67238
C 1.57873 -4.52969 2.65767
C 1.23443 -3.22497 3.03049
C 2.74205 0.30072 3.38396
C 3.11014 1.63856 3.15303
C 4.21061 2.15368 3.84428
C 4.91860 1.37217 4.76193
C 4.56187 0.03662 4.96855
C 3.47636 -0.49632 4.28279
H 1.28081 -0.50960 5.61414
H -0.51152 -0.03395 7.26498
H -2.82648 0.46307 6.50753
H -3.33108 0.53750 4.07233
H -1.50798 0.23671 2.40198
H 3.34038 -1.49372 0.97831
H 3.95687 -3.82899 0.32278
H 2.82521 -5.76279 1.38341
H 1.09463 -5.36466 3.15765
H 0.51014 -3.02104 3.82552
H 2.53654 2.26548 2.46076
H 4.50590 3.18897 3.67683
H 5.74847 1.79580 5.32321
H 5.08965 -0.60161 5.67588
H 3.19258 -1.53891 4.46634

Properties
- calculated total energy (eV) = -99200.022
- ⟨S²⟩ = 16.06
- charge = +3
- molecular weight (g mol⁻¹) = 785.9
- LUMO (alpha / beta) (eV) = -9.217 / -12.011
- frontier orbital gap (alpha / beta) (eV) = 6.1 / 3.3
- spin multiplicity = 8

---

Entry 3:
DFT (ωB97M-V/def2-TZVPD) results for C35H52MnP4S as an isolated structure in a non-equilibrium geometry.

CARTESIAN COORDINATES (ANGSTROEM)
Mn -0.12168 -1.44228 -1.47820
P 0.88489 -1.38140 0.82637
P 1.11462 0.49464 -1.80913
P 1.23397 -3.09862 -2.11619
H -1.98956 1.35861 -0.22674
C -2.37048 0.52165 -0.78517
C -2.58738 -0.73933 -0.24801
H -2.25490 -1.02422 0.74622
C 0.09213 -0.32661 2.11225
C 2.67894 -1.10016 1.21709
C 0.68555 -3.04235 1.60613
C 0.44761 1.54880 -3.14740
C 1.36408 1.76129 -0.52554
C 2.81717 0.13126 -2.40045
C 0.38052 -4.70351 -2.01115
C 2.86640 -3.41671 -1.33062
C 1.65335 -3.19088 -3.89353
H -2.77538 0.78360 -1.77795
H -3.33611 -1.38529 -0.72722
H -0.99412 -0.45726 2.12223
H 0.30783 0.73798 1.96064
H 0.50092 -0.64228 3.08553
H 3.00963 -0.06845 1.03703
H 3.32266 -1.78557 0.64739
H 2.80656 -1.31880 2.28998
H -0.36247 -3.35520 1.54990
H 0.96292 -2.97669 2.66720
H 1.30959 -3.81905 1.13785
H 1.23152 2.26946 -3.41378
H -0.43878 2.09501 -2.80047
H 0.16251 0.96234 -4.03804
H 2.01670 2.52589 -0.97736
H 1.83002 1.31978 0.36313
H 0.40730 2.23160 -0.24349
H 3.27061 1.09318 -2.68984
H 2.79731 -0.54032 -3.26829
H 3.41934 -0.32326 -1.59966
H 0.98913 -5.49520 -2.47951
H -0.57543 -4.57882 -2.55311
H 0.18571 -4.95458 -0.94810
H 3.38689 -4.26794 -1.80366
H 2.70335 -3.64068 -0.27093
H 3.50379 -2.51905 -1.40684
H 1.33648 -4.14408 -4.35651
H 2.74021 -3.07595 -4.08044
H 1.06336 -2.39033 -4.37669
C -2.51329 -2.09023 -3.94437
C -2.70651 -2.15315 -5.34677
C -3.76283 -2.90767 -5.85675
C -4.64313 -3.57738 -4.97790
C -4.41252 -3.57775 -3.58854
C -3.34454 -2.83388 -3.07445
S -1.24863 -1.04971 -3.28831
H -0.86481 -2.67269 -1.77444
H -2.00623 -1.61214 -5.99373
H -3.89721 -2.98267 -6.94391
H -5.49976 -4.12664 -5.38356
H -5.04103 -4.14989 -2.89643
H -3.13851 -2.82036 -2.00150
C 1.44229 6.58541 3.22106
C 1.88223 5.25526 3.32404
C 1.04103 4.21072 2.95898
C -0.25924 4.48838 2.47309
C -0.70463 5.81957 2.38648
C 0.14866 6.86081 2.75107
P -1.24040 3.08144 1.87747
C -2.30986 2.52060 3.24522
C -3.23896 1.48370 3.00060
C -3.91604 0.87708 4.06146
C -3.65708 1.28649 5.37550
C -2.71060 2.28867 5.62542
C -2.01849 2.89360 4.57362
C -2.31965 3.83777 0.62574
C -3.72451 3.68529 0.61628
C -4.45028 3.92572 -0.55245
C -3.80021 4.36867 -1.71152
C -2.42333 4.63590 -1.66806
C -1.69210 4.39908 -0.50733
H 2.10872 7.40187 3.50325
H 2.88746 5.03448 3.69471
H 1.37060 3.17252 3.03196
H -1.70835 6.02995 2.01849
H -0.19143 7.89694 2.66532
H -3.41506 1.14017 1.97928
H -4.63853 0.08117 3.85413
H -4.18313 0.81394 6.20604
H -2.49412 2.60173 6.64929
H -1.24753 3.63870 4.76274
H -4.23783 3.38518 1.52634
H -5.53145 3.77194 -0.55766
H -4.36543 4.52790 -2.64017
H -1.91212 5.04559 -2.54043
H -0.62627 4.64913 -0.46110

Properties
- calculated total energy (eV) = -116422.221
- ⟨S²⟩ = 6.40
- charge = +3
- molecular weight (g mol⁻¹) = 683.7
- LUMO (alpha / beta) (eV) = -10.074 / -10.857
- frontier orbital gap (alpha / beta) (eV) = 5.3 / 4.9
- spin multiplicity = 5

---

Entry 4:
DFT (ωB97M-V/def2-TZVPD) results for a 5-piece molecular cluster, C35H52N6O3 overall.

CARTESIAN COORDINATES (ANGSTROEM)
C 0.45717 4.55765 -3.17451
C -0.46581 3.76562 -2.30091
O -1.66623 3.77345 -2.37048
O 0.20657 3.01683 -1.40220
C -0.51020 2.66930 -0.19893
C 0.37964 1.72899 0.59438
C -0.32489 0.94391 1.71259
C -1.75667 0.48433 1.39887
C -1.91927 -0.40897 0.15236
C -1.89464 -1.90977 0.47548
C -0.63137 -2.43140 1.15800
C 0.70545 -2.17194 0.45269
C 1.32942 -3.27238 -0.44035
C 0.36911 -4.29690 -1.04258
C -0.40827 -3.71851 -2.23785
N -1.76681 -4.23626 -2.39815
O 2.42713 -3.89866 0.23258
C 2.08242 -4.75547 1.30769
C 2.95422 -4.45967 2.53688
N 3.22778 -3.05447 2.78031
H 0.55472 5.56377 -2.76247
H 1.43650 4.09161 -3.25919
H 0.01873 4.63270 -4.16974
H -0.69460 3.60045 0.34487
H -1.46441 2.22436 -0.47435
H 0.89134 1.06528 -0.10749
H 1.16441 2.33636 1.05525
H -0.34097 1.55895 2.61796
H 0.28670 0.07707 1.95837
H -2.37605 1.37972 1.28554
H -2.17177 -0.04723 2.26329
H -1.17765 -0.13908 -0.60753
H -2.89012 -0.20418 -0.30844
H -2.70619 -2.08804 1.18987
H -2.14373 -2.50124 -0.41095
H -0.59163 -1.94400 2.13771
H -0.75853 -3.49308 1.38207
H 0.64808 -1.24331 -0.12121
H 1.46040 -1.98999 1.21841
H 1.80702 -2.77717 -1.29170
H -0.32389 -4.71782 -0.30852
H 0.99552 -5.12301 -1.39264
H -0.43512 -2.62524 -2.17402
H 0.16152 -3.95104 -3.14368
H -2.47663 -3.53096 -2.27159
H -1.95836 -5.01010 -1.77786
H 1.02701 -4.65117 1.57813
H 2.24124 -5.79601 0.99649
H 3.90008 -5.00056 2.44994
H 2.42886 -4.85099 3.41258
H 3.53817 -2.60391 1.92864
H 2.40866 -2.57223 3.13235
N -1.96588 2.51317 -7.63301
C -2.13151 2.95784 -6.38915
C -2.81315 4.12486 -6.07418
C -3.35176 4.87293 -7.10841
C -3.18761 4.42236 -8.40864
C -2.49008 3.24126 -8.61585
H -1.69803 2.35049 -5.60196
H -2.91192 4.43017 -5.04039
H -3.88986 5.78988 -6.90462
H -3.59002 4.97175 -9.24904
H -2.34454 2.85956 -9.62068
N 1.11997 -0.40532 4.62846
C 2.25269 -0.48384 5.32871
C 2.35710 -0.09292 6.65629
C 1.23172 0.40607 7.29000
C 0.04925 0.49249 6.57197
C 0.04379 0.07522 5.25010
H 3.11640 -0.87907 4.80589
H 3.30189 -0.18113 7.17479
H 1.27356 0.72141 8.32463
H -0.85540 0.87494 7.02487
H -0.86467 0.12899 4.65856
N 3.89044 4.85008 -3.82233
C 4.67680 5.41892 -4.73273
C 5.70990 6.28888 -4.41598
C 5.93914 6.58508 -3.08209
C 5.12757 5.99936 -2.12377
C 4.12135 5.14244 -2.54449
H 4.46937 5.16544 -5.76645
H 6.31742 6.72050 -5.19964
H 6.73561 7.25921 -2.79464
H 5.26781 6.19921 -1.07023
H 3.46809 4.66518 -1.82081
N -3.05926 -3.67495 3.40219
C -3.87670 -3.05790 4.25155
C -4.68353 -3.72559 5.16111
C -4.64036 -5.11028 5.18921
C -3.79396 -5.76567 4.30945
C -3.02677 -5.00437 3.43998
H -3.88728 -1.97400 4.20059
H -5.32837 -3.17007 5.82833
H -5.25510 -5.66829 5.88353
H -3.72631 -6.84489 4.29370
H -2.35182 -5.48501 2.73925

Properties
- calculated total energy (eV) = -52220.618
- molecular weight (g mol⁻¹) = 604.8
- LUMO (eV) = 0.629
- frontier orbital gap (eV) = 9.4

---

The highest calculated total energy belongs to which entry?
C35H52N6O3